1.
This record from OMol25 describes a structure of composition C21H35EuGeN2OS3Se at a distorted geometry. The level of theory is ωB97M-V/def2-TZVPD.

Structure (XYZ):
```
65
Properties=species:S:1:pos:R:3:mulliken_charge:R:1
Eu -14.251 -5.644 5.428 1.02
C -19.378 -4.491 10.127 -0.75
C -19.312 -4.176 8.662 -0.97
N -19.436 -5.299 7.769 0.33
C -20.778 -5.768 7.511 -0.39
C -21.445 -6.763 8.463 -1.15
C -18.364 -5.836 7.110 0.16
S -16.770 -5.444 7.617 -0.41
N -18.759 -6.790 6.196 -0.25
C -17.915 -7.190 5.254 0.10
O -16.819 -6.717 4.903 -0.64
C -18.440 -8.341 4.448 0.58
C -19.811 -8.580 4.511 -0.20
C -20.391 -9.565 3.730 -0.56
C -19.615 -10.287 2.818 -0.45
C -18.240 -10.033 2.758 -0.51
C -17.649 -9.068 3.580 -0.46
H -19.065 -3.606 10.688 0.41
H -18.665 -5.304 10.365 -0.02
H -20.374 -4.719 10.496 0.32
H -18.349 -3.696 8.474 0.43
H -20.079 -3.454 8.363 0.40
H -20.784 -6.252 6.541 0.18
H -21.398 -4.832 7.444 0.34
H -20.973 -7.756 8.384 0.29
H -22.453 -6.866 8.115 0.38
H -21.480 -6.476 9.513 0.30
H -20.411 -8.008 5.229 0.16
H -21.455 -9.705 3.799 0.39
H -20.101 -10.981 2.134 0.35
H -17.591 -10.594 2.086 0.36
H -16.593 -8.884 3.463 0.47
C -9.132 -6.515 4.446 -1.31
C -10.457 -5.916 4.869 0.19
S -11.895 -6.685 4.135 -0.54
C -10.488 -4.870 5.698 0.56
C -9.220 -4.246 6.239 -1.47
S -11.954 -4.035 6.294 -0.55
H -9.082 -7.591 4.719 0.24
H -8.252 -6.093 4.921 0.39
H -9.052 -6.450 3.370 0.27
H -8.358 -4.301 5.580 0.37
H -8.930 -4.651 7.218 0.23
H -9.376 -3.187 6.390 0.39
C -14.447 -9.364 12.399 -1.11
Ge -14.569 -8.288 10.767 0.52
C -16.461 -7.858 10.439 -0.66
C -13.483 -6.629 10.939 -1.15
C -13.905 -9.269 9.228 -1.09
Se -13.341 -8.569 7.497 0.06
C -11.581 -7.846 7.963 -0.44
H -14.889 -8.730 13.190 0.32
H -13.399 -9.553 12.612 0.35
H -15.005 -10.282 12.280 0.37
H -16.905 -7.329 11.309 0.30
H -17.086 -8.746 10.272 0.39
H -16.597 -7.238 9.541 -0.20
H -13.843 -5.960 11.728 0.38
H -13.544 -6.106 9.982 0.30
H -12.449 -6.911 11.140 0.35
H -14.654 -9.979 8.921 0.43
H -13.070 -9.890 9.522 0.43
H -11.693 -6.905 8.498 0.21
H -11.097 -7.596 7.016 -0.07
H -11.022 -8.632 8.480 0.33
```

The spin multiplicity is 8. As for the HOMO energy (spin up / spin down): -3.429 / -3.439 eV. As for the frontier orbital gap (spin up / spin down): 5.8 / 5.9 eV. Its total charge is -1. As for the expectation value of S²: 15.76. The value obtained for the LUMO energy (spin up / spin down) is 2.408 / 2.412 eV. The energy above the lowest of the compared OMol25 structures with the same formula, charge and spin is 0.00 kJ/mol.

2.
This record from OMol25 describes a structure of composition C21H35F4IrN2O3 at a distorted geometry. The level of theory is ωB97M-V/def2-TZVPD.

Structure (XYZ):
```
66
Properties=species:S:1:pos:R:3:mulliken_charge:R:1
Ir 0.488 -0.965 -0.606 2.23
C 2.115 -2.107 1.773 -1.22
N 1.140 -1.024 1.619 0.19
C 1.769 0.269 1.947 -1.38
C -0.046 -1.308 2.461 -0.94
C -1.419 -1.025 1.818 -1.04
N -1.413 -1.223 0.397 -0.48
C -2.563 -1.118 -0.304 0.43
C -2.495 -1.513 -1.720 -0.45
F -1.233 -1.267 -2.323 -0.04
C -3.618 -1.186 -2.588 -0.11
F -3.454 -1.403 -3.911 -0.32
C -4.759 -0.606 -2.108 -0.72
C -4.884 -0.386 -0.733 0.34
F -6.038 0.081 -0.224 -0.28
C -3.789 -0.649 0.157 0.65
F -4.001 -0.393 1.465 -0.34
H 2.431 -2.210 2.820 0.40
H 3.000 -1.910 1.172 0.29
H 1.677 -3.049 1.446 0.38
H 2.038 0.282 3.007 0.69
H 1.212 1.873 0.645 0.29
H 2.701 0.330 1.379 0.30
H 0.014 -0.734 3.391 0.12
H -0.024 -2.368 2.716 0.67
H -1.749 -0.001 2.053 0.38
H -2.151 -1.698 2.284 0.80
H -5.570 -0.338 -2.765 0.51
C 0.521 -3.948 -2.083 -0.99
O 1.450 -3.065 -1.461 -0.25
C 2.553 -2.756 -2.302 -0.68
C 2.292 -1.509 -3.147 -0.47
O 2.232 -0.426 -2.223 -0.54
C 2.074 0.864 -2.791 -0.79
C 0.608 1.264 -2.930 -0.61
O 0.051 1.294 -1.622 -0.10
C -1.220 1.917 -1.602 -0.82
H 0.997 -4.915 -2.269 0.32
H -0.309 -4.077 -1.394 0.29
H 0.152 -3.549 -3.029 0.39
H 3.402 -2.547 -1.643 0.26
H 2.790 -3.612 -2.942 0.50
H 3.111 -1.355 -3.861 0.53
H 1.352 -1.601 -3.703 0.22
H 2.563 1.554 -2.095 0.38
H 2.569 0.923 -3.765 0.48
H 0.534 2.257 -3.393 0.56
H 0.063 0.550 -3.563 0.22
H -1.125 2.958 -1.929 0.34
H -1.928 1.404 -2.259 0.32
H -1.582 1.887 -0.577 0.09
C -0.870 2.893 2.669 -1.77
C 0.632 2.595 2.593 1.94
C 1.355 3.839 2.070 -1.77
C 1.112 2.291 4.014 -2.04
C 0.847 1.437 1.573 0.83
H -1.053 3.740 3.326 0.53
H -1.418 2.042 3.076 0.31
H -1.271 3.136 1.685 0.29
H 1.244 4.670 2.758 0.44
H 0.937 4.139 1.111 0.39
H 2.415 3.643 1.947 0.43
H 0.817 3.108 4.667 0.48
H 2.196 2.208 4.066 0.45
H 0.653 1.387 4.411 0.37
H -0.125 1.008 1.346 -0.85
```

The spin multiplicity is 2. As for the HOMO energy (spin up / spin down): -10.280 / -10.228 eV. As for the frontier orbital gap (spin up / spin down): 6.8 / 7.1 eV. Its total charge is +1. As for the expectation value of S²: 0.76. The value obtained for the LUMO energy (spin up / spin down) is -3.529 / -3.121 eV.

3.
This record from OMol25 describes a cluster of 5 separate species, C21H35O20P3 in total at a distorted geometry. The level of theory is ωB97M-V/def2-TZVPD.

Structure (XYZ):
```
79
Properties=species:S:1:pos:R:3:mulliken_charge:R:1
O 1.112 -31.484 0.150 -0.61
C 1.535 -30.491 -0.471 0.55
C 2.866 -29.860 -0.364 -0.61
C 3.319 -28.786 -1.030 0.49
O 4.505 -28.120 -0.710 -0.51
C 2.451 -28.090 -1.931 0.58
O 2.775 -27.200 -2.709 -0.59
C 1.057 -28.599 -1.992 -0.74
C 0.664 -29.728 -1.380 0.49
O -0.692 -30.114 -1.525 -0.54
H 3.577 -30.140 0.399 0.40
H 4.588 -27.230 -1.058 0.33
H 0.349 -28.113 -2.648 0.41
H -0.772 -30.820 -0.879 0.34
O 6.626 -32.413 -5.571 -0.60
C 5.646 -33.034 -5.986 0.61
C 5.564 -34.472 -5.864 -0.63
C 4.584 -35.274 -6.438 0.42
O 4.552 -36.610 -6.137 -0.51
C 3.620 -34.763 -7.456 0.60
O 2.770 -35.444 -8.043 -0.59
C 3.545 -33.286 -7.428 -0.83
C 4.471 -32.528 -6.785 0.57
O 4.426 -31.179 -6.909 -0.51
H 6.235 -34.922 -5.149 0.39
H 4.076 -37.082 -6.824 0.35
H 2.666 -32.771 -7.788 0.39
H 5.178 -30.756 -6.489 0.33
C 0.202 -26.058 -18.048 -0.67
O -1.155 -25.813 -17.809 -0.28
P -2.242 -26.970 -18.224 0.92
O -2.137 -28.370 -17.674 -0.63
O -3.609 -26.228 -17.660 -0.33
C -4.936 -26.766 -17.901 -0.62
O -2.230 -26.813 -19.843 -0.27
C -2.981 -27.623 -20.722 -0.74
H 0.742 -25.589 -17.226 0.24
H 0.486 -25.560 -18.975 0.27
H 0.494 -27.100 -18.176 0.34
H -5.522 -26.848 -16.986 0.27
H -4.727 -27.740 -18.345 0.28
H -5.518 -26.315 -18.706 0.28
H -3.145 -28.602 -20.271 0.37
H -2.428 -27.719 -21.657 0.27
H -4.016 -27.349 -20.927 0.29
C -2.235 -22.818 -11.438 -0.58
O -1.633 -22.579 -10.169 -0.29
P -0.224 -23.284 -9.546 0.95
O 0.758 -23.860 -10.543 -0.65
O 0.533 -22.200 -8.581 -0.32
C 1.868 -22.368 -8.203 -0.63
O -0.741 -24.431 -8.482 -0.29
C -1.012 -25.792 -8.909 -0.57
H -2.074 -23.818 -11.841 0.28
H -1.822 -22.170 -12.212 0.26
H -3.297 -22.696 -11.225 0.26
H 2.529 -21.739 -8.799 0.25
H 2.103 -23.428 -8.299 0.30
H 1.949 -22.202 -7.129 0.26
H -1.032 -25.790 -9.999 0.27
H -1.945 -26.189 -8.509 0.25
H -0.162 -26.414 -8.627 0.24
C -0.761 -20.184 -1.827 -0.64
O -1.290 -18.840 -1.682 -0.32
P -2.533 -18.112 -2.366 1.00
O -2.462 -16.616 -2.355 -0.68
O -2.677 -18.789 -3.846 -0.22
C -3.659 -18.492 -4.870 -0.65
O -3.805 -18.622 -1.540 -0.31
C -3.994 -18.134 -0.194 -0.82
H -1.044 -20.820 -0.989 0.28
H 0.321 -20.055 -1.866 0.27
H -0.931 -20.801 -2.710 0.30
H -3.266 -18.848 -5.823 0.23
H -3.811 -17.418 -4.979 0.31
H -4.620 -18.976 -4.696 0.27
H -3.583 -17.131 -0.081 0.36
H -3.579 -18.633 0.681 0.29
H -5.046 -17.870 -0.308 0.33
```

As for the SMILES: O=C1C=C(O)C(=O)C=C1O.O=C1C=C(O)C(=O)C=C1O.COP(=O)(OC)OC.COP(=O)(OC)OC.COP(=O)(OC)OC. As for the HOMO energy: -9.588 eV. As for the frontier orbital gap: 7.5 eV. The value obtained for the LUMO energy is -2.109 eV.